ORCA calculation (ωB97M-V/def2-TZVPD) on C4H10N2OS in the gas phase at a distorted geometry.

Atoms and positions in Å:
N: 2.960 0.771 -1.258
C: 1.875 0.471 -0.375
C: 0.495 0.588 -1.072
O: 0.427 0.687 -2.281
N: -0.612 0.702 -0.276
C: -0.698 0.008 1.015
C: -1.626 -1.204 1.040
S: -3.320 -0.643 0.661
H: 3.005 0.088 -2.011
H: 2.808 1.624 -1.780
H: 1.986 -0.541 -0.001
H: 1.882 1.215 0.415
H: -1.492 0.801 -0.758
H: -1.049 0.755 1.726
H: 0.269 -0.313 1.301
H: -1.509 -1.710 1.965
H: -1.353 -1.871 0.223
H: -4.046 -1.428 1.466

Computed properties:
Relative energy (zero: lowest compared OMol25 entry of this formula, charge and spin): 76.0 kJ/mol
2S+1: 1
Max |F|: 1.7 eV/A
E_HOMO: -0.34710 Eh
M: 134.2 g/mol